Run P
C4H6N2S | ωB97M-V/def2-TZVPD

Structure (XYZ):
```
13
C4H6N2S (ωB97M-V/def2-TZVPD)
S 0.2296 3.0516 -0.9518
N -0.1655 -0.8754 -0.7960
N 1.6387 -1.8391 0.7188
C 1.1986 -1.2293 -0.3573
C -1.0783 -0.5215 0.3025
C 0.1024 1.8079 0.1441
C -0.6362 0.6750 -0.6302
H 0.3630 1.7964 1.2409
H 1.9928 -0.9058 -1.1439
H -0.7842 -0.4108 1.3709
H -2.2931 -0.8527 0.3161
H -1.2518 1.2355 -1.5224
H 0.6841 -1.9318 1.3084
```

Properties
Spin multiplicity = 1
SMILES = [H]/N=C\N1C[C@H]1C=S

---

Run Q
C4H6N2S | ωB97M-V/def2-TZVPD

Structure (XYZ):
```
13
C4H6N2S (ωB97M-V/def2-TZVPD)
S -0.4407 1.9523 -0.1274
N 1.4059 -0.2762 -0.0853
N 3.6267 0.5509 0.0683
C 0.1300 -0.6710 0.1087
C -2.3451 0.0407 0.2441
C -0.8501 0.3839 0.1707
C 2.4320 0.1264 0.2840
H 4.0756 0.1674 -0.8293
H 4.1416 0.4487 0.9440
H -2.6807 -0.0980 -0.7531
H -2.5778 -0.8165 0.9027
H 0.0842 -1.7112 0.0893
H -2.7011 0.8591 0.9258
```

Properties
Spin multiplicity = 1

---

Winner for stability: run Q

---

Run P
C4H6N2S | ωB97M-V/def2-TZVPD

Structure (XYZ):
```
13
C4H6N2S (ωB97M-V/def2-TZVPD)
S -0.8908 1.8859 -2.1042
N 0.3154 1.0407 -1.1702
N 1.3605 1.7194 -0.8497
C -0.5952 3.4416 -2.2806
C 1.9672 2.7044 -0.9387
C 0.6418 -1.3354 -0.1220
C -0.2199 -0.0512 -0.3441
H 0.1576 -2.0516 0.6224
H -1.0829 -0.3864 -0.9757
H 0.8331 -1.9684 -1.0105
H 1.6054 -1.0680 0.2444
H -0.2518 0.4032 0.6306
H -0.0796 4.2695 -2.1241
```

Properties
Spin multiplicity = 1

---

Run Q
C4H6N2S | ωB97M-V/def2-TZVPD

Structure (XYZ):
```
13
C4H6N2S (ωB97M-V/def2-TZVPD)
S -2.5723 1.6459 -0.2861
N 0.5462 -0.7448 0.0438
N -0.5796 0.4588 -1.6410
C 0.1169 -0.1168 1.2580
C 1.5365 -0.4718 0.9903
C -1.8705 0.5122 -1.2183
C 0.4718 -0.1050 -1.1742
H -0.0903 0.9665 1.3108
H 2.1543 0.3716 0.8355
H 1.3524 -0.2103 -1.8702
H 2.0074 -1.3267 1.4755
H -2.4760 -0.2752 -1.6345
H -0.5971 -0.7043 1.9103
```

Properties
Spin multiplicity = 1
SMILES = S=C/N=C\N1CC1

---

Winner for stability: run Q